This record from the Open Molecules 2025 dataset describes a molecular structure, C33H37ClMnO2Si2. The level of theory is ωB97M-V/def2-TZVPD.

The calculation puts the LUMO energy (alpha / beta) at 0.5 / -0.3 eV. The charge is 0. The HOMO energy (alpha / beta) comes out at -5.367 / -4.151 eV. The value obtained for the HOMO-LUMO gap (alpha / beta) is 0.217 / 0.141 Eh. Its spin multiplicity is 6.

Each line ends with the Mulliken charge.
Positions of all 76 atoms, in Å:
C  -3.579  2.654  3.437  -0.528
C  -2.212  2.890  3.065  -1.047
C  -2.069  2.552  1.667  -0.171
H  -1.442  3.337  3.690  0.490
C  -3.349  2.078  1.196  -0.066
C  -4.274  2.129  2.300  -1.180
H  -5.337  1.898  2.245  0.567
H  -4.040  2.909  4.394  0.456
H  -1.195  2.731  1.048  0.405
H  -3.593  1.808  0.172  0.359
Mn  -2.599  0.752  2.724  0.708
Si  1.699  1.442  -2.158  -0.007
C  3.076  0.213  -1.824  0.480
C  2.947  -1.076  -2.355  -0.044
H  2.010  -1.385  -2.831  0.485
C  4.002  -1.990  -2.314  -1.005
H  3.880  -2.974  -2.770  0.405
C  5.193  -1.619  -1.679  -0.344
H  6.017  -2.333  -1.620  0.366
C  5.323  -0.350  -1.104  -0.671
H  6.253  -0.066  -0.597  0.397
C  4.264  0.557  -1.163  -0.246
H  4.352  1.540  -0.693  0.365
C  1.468  1.064  -4.006  0.494
C  2.375  1.496  -4.995  -0.603
H  3.207  2.156  -4.728  0.334
C  2.238  1.067  -6.323  -0.603
H  2.980  1.365  -7.071  0.375
C  1.152  0.260  -6.698  -0.467
H  1.009  -0.030  -7.746  0.359
C  0.260  -0.183  -5.712  -0.990
H  -0.594  -0.814  -5.961  0.415
C  0.455  0.174  -4.368  0.368
H  -0.189  -0.264  -3.602  0.332
H  2.040  2.854  -1.853  -0.314
Si  0.164  -2.064  -0.452  -0.545
C  -0.457  -0.452  -1.268  0.745
C  0.195  0.912  -1.120  2.416
H  0.668  1.048  -0.124  -1.089
C  -0.588  2.078  -1.550  -1.313
H  -0.116  3.072  -1.537  0.317
C  -1.857  1.932  -2.056  -0.399
H  -2.397  2.821  -2.383  0.419
C  -2.429  0.667  -2.172  -0.940
H  -3.415  0.556  -2.616  0.387
C  -1.760  -0.488  -1.759  -0.563
H  -2.289  -1.451  -1.854  0.431
C  1.362  -1.411  0.815  0.468
C  1.010  -0.335  1.643  0.303
H  -0.034  0.014  1.695  0.319
C  1.997  0.355  2.356  -0.899
H  1.748  1.306  2.825  0.656
C  3.281  -0.192  2.445  -0.942
H  4.055  0.314  3.030  0.387
C  3.571  -1.375  1.774  -0.410
H  4.567  -1.820  1.846  0.396
C  2.624  -1.983  0.949  -0.228
H  2.873  -2.886  0.381  0.362
H  0.446  -3.360  -1.020  -0.118
Cl  -1.481  -2.429  0.802  -0.194
C  -4.990  -1.250  2.014  -0.828
O  -3.747  -1.025  2.704  0.042
C  -3.331  -2.206  3.446  -0.946
C  -2.009  -1.968  4.131  -0.518
O  -1.589  -0.586  3.985  -0.059
C  -0.497  -0.187  4.832  -0.680
H  -5.451  -0.283  1.778  0.191
H  -5.683  -1.822  2.647  0.348
H  -4.812  -1.798  1.074  0.213
H  -4.107  -2.428  4.199  0.560
H  -3.242  -3.059  2.760  0.454
H  -2.117  -2.205  5.196  0.398
H  -1.254  -2.631  3.679  0.301
H  0.036  -1.057  5.245  0.387
H  -0.884  0.431  5.657  0.276
H  0.212  0.402  4.236  0.016

This record from the Open Molecules 2025 dataset describes a molecular structure, C65H146BN7O6. The level of theory is ωB97M-V/def2-TZVPD.

The calculation puts the LUMO energy at -6.9 eV. The charge is +4. The HOMO energy comes out at -13.324 eV. The value obtained for the HOMO-LUMO gap is 0.237 Eh.

Each line ends with the Mulliken charge.
Positions of all 225 atoms, in Å:
B  0.112  -0.590  -0.005  4.890
H  0.322  -1.001  0.970  -1.319
H  0.274  -1.469  -0.610  -1.254
H  -0.890  -0.195  -0.070  -0.826
H  0.871  0.166  -0.133  -1.325
C  0.608  -2.516  4.453  -1.150
C  1.624  -2.032  3.296  1.553
C  3.052  -2.733  3.393  -1.011
N  4.125  -2.075  2.487  0.235
C  5.350  -3.061  2.416  -0.478
C  4.961  -4.374  1.732  -0.841
C  4.391  -4.123  0.296  -1.008
C  3.332  -3.045  0.283  0.020
C  3.695  -1.756  1.063  -0.168
C  4.543  -0.686  3.126  -0.853
H  0.454  -3.591  4.540  0.423
H  -0.354  -2.048  4.247  -0.117
H  0.900  -2.171  5.445  0.463
H  1.502  -0.951  3.356  -0.064
H  1.133  -2.466  2.425  -0.959
H  2.810  -3.769  3.156  0.335
H  3.411  -2.701  4.422  0.565
H  5.777  -3.214  3.408  0.450
H  6.057  -2.517  1.789  0.380
H  4.413  -5.177  2.225  0.362
H  5.876  -4.937  1.546  0.521
H  4.037  -5.034  -0.186  0.443
H  5.200  -3.742  -0.327  0.380
H  2.445  -3.372  0.825  -0.307
H  2.874  -2.838  -0.684  0.155
H  2.776  -1.169  1.079  -0.355
H  4.537  -1.330  0.518  0.859
H  3.742  0.043  3.006  0.184
H  5.453  -0.298  2.670  0.460
H  4.842  -0.821  4.166  0.432
C  4.245  1.647  0.686  -1.382
C  4.676  2.602  -0.409  0.767
C  5.422  3.906  0.199  -0.987
N  6.079  4.815  -0.890  0.170
C  6.690  6.005  -0.084  -0.477
C  8.132  5.620  0.456  -0.776
C  9.029  4.771  -0.460  -0.611
C  8.315  3.538  -1.037  -0.545
C  7.043  4.019  -1.827  -0.821
C  5.000  5.400  -1.830  -1.075
H  3.405  0.960  0.582  -0.064
H  3.911  2.203  1.562  0.472
H  5.021  0.981  1.064  0.368
H  3.833  2.945  -1.010  -0.471
H  5.197  1.875  -1.033  0.212
H  6.118  3.449  0.903  0.302
H  4.698  4.606  0.619  0.459
H  6.006  6.309  0.709  0.366
H  6.776  6.736  -0.888  0.441
H  7.986  5.058  1.378  0.365
H  8.696  6.453  0.877  0.452
H  9.803  4.454  0.239  0.352
H  9.481  5.436  -1.196  0.317
H  7.968  2.761  -0.356  0.240
H  8.885  3.033  -1.817  0.405
H  6.464  3.228  -2.304  0.450
H  7.231  4.719  -2.641  0.568
H  4.465  4.562  -2.276  0.419
H  5.484  6.026  -2.580  0.479
H  4.269  5.976  -1.261  0.373
C  -2.691  -1.277  3.140  -1.826
C  -3.216  -0.316  4.234  0.366
C  -2.160  -0.165  5.449  -1.352
N  -2.497  0.819  6.607  0.381
C  -2.687  2.257  6.259  -0.265
C  -2.685  3.247  7.492  -1.086
C  -1.463  3.056  8.468  -0.568
C  -1.568  1.611  8.934  -0.922
C  -1.447  0.693  7.758  -0.591
C  -3.784  0.291  7.180  -0.999
H  -3.506  -1.631  2.509  0.320
H  -2.282  -2.248  3.418  0.739
H  -1.906  -0.918  2.474  0.338
H  -4.147  -0.787  4.549  0.523
H  -3.257  0.666  3.762  0.151
H  -1.192  0.119  5.037  0.301
H  -1.926  -1.102  5.953  0.443
H  -1.731  2.460  5.777  0.210
H  -3.579  2.274  5.633  0.516
H  -2.852  4.267  7.148  0.457
H  -3.569  3.189  8.128  0.397
H  -0.572  3.252  7.872  0.211
H  -1.501  3.749  9.309  0.439
H  -0.823  1.239  9.638  0.412
H  -2.399  1.613  9.639  0.336
H  -0.441  0.871  7.379  0.191
H  -1.483  -0.359  8.041  0.599
H  -4.115  0.713  8.129  0.376
H  -3.777  -0.799  7.192  0.325
H  -4.476  0.473  6.358  0.444
C  -5.210  -6.077  -2.883  -1.453
C  -4.224  -4.971  -2.686  -0.284
C  -3.351  -5.082  -1.417  -0.668
N  -2.159  -4.098  -1.189  0.929
C  -1.103  -4.054  -2.378  -0.174
C  -0.410  -5.359  -2.666  -0.983
C  0.540  -5.653  -1.558  -0.193
C  -0.451  -5.895  -0.376  -0.968
C  -1.355  -4.650  0.050  0.176
C  -2.553  -2.696  -0.928  -0.790
H  -5.791  -5.778  -3.755  0.406
H  -5.856  -6.121  -2.006  0.374
H  -4.815  -7.080  -3.043  0.350
H  -4.721  -4.001  -2.659  0.339
H  -3.465  -5.000  -3.468  0.209
H  -2.853  -6.044  -1.543  0.282
H  -3.895  -5.167  -0.476  0.536
H  -1.660  -3.831  -3.288  0.304
H  -0.439  -3.196  -2.272  -0.219
H  -1.154  -6.100  -2.958  0.332
H  0.187  -5.248  -3.571  0.391
H  1.103  -6.512  -1.924  0.501
H  1.315  -4.891  -1.464  -0.133
H  -1.078  -6.743  -0.652  0.424
H  0.145  -6.235  0.471  0.529
H  -2.034  -4.928  0.856  0.525
H  -0.612  -3.914  0.360  -0.340
H  -2.962  -2.451  -1.908  0.596
H  -1.583  -2.290  -0.640  -0.494
H  -3.198  -2.612  -0.054  0.142
C  -10.151  0.909  3.578  -1.377
C  -9.597  0.093  2.447  -0.317
C  -8.107  -0.193  2.447  -0.698
N  -7.231  0.810  1.514  0.206
C  -5.677  0.760  1.897  -1.147
C  -4.748  1.324  0.868  -0.093
C  -4.921  0.716  -0.547  0.382
C  -6.449  0.866  -0.890  -0.747
C  -7.341  0.223  0.073  -0.881
C  -7.700  2.265  1.545  -0.902
H  -10.919  1.615  3.261  0.344
H  -9.352  1.423  4.112  0.387
H  -10.649  0.240  4.279  0.338
H  -9.902  0.529  1.496  0.174
H  -10.066  -0.891  2.424  0.553
H  -7.846  -1.192  2.099  0.463
H  -7.885  -0.162  3.513  0.365
H  -5.528  -0.304  2.080  0.283
H  -5.720  1.244  2.872  0.662
H  -3.732  1.084  1.180  0.038
H  -4.614  2.406  0.869  0.640
H  -4.460  -0.209  -0.891  -0.008
H  -4.304  1.420  -1.104  -0.398
H  -6.648  0.247  -1.765  0.506
H  -6.728  1.908  -1.050  0.262
H  -7.134  -0.842  0.179  0.497
H  -8.368  0.289  -0.287  0.458
H  -8.542  2.376  0.861  0.386
H  -6.874  2.923  1.273  0.402
H  -7.961  2.565  2.560  0.267
C  2.244  -1.498  -3.408  -0.359
C  2.784  -1.369  -4.760  -0.525
C  1.911  -1.903  -5.904  -0.665
N  2.560  -1.974  -7.314  0.215
C  1.531  -2.329  -8.445  -0.588
C  0.503  -1.216  -8.821  -0.382
C  1.265  0.015  -9.276  -0.755
C  2.283  0.449  -8.159  -0.253
C  3.228  -0.657  -7.684  -1.010
C  3.693  -3.082  -7.180  -1.004
H  1.721  -2.455  -3.402  -0.224
H  1.362  -0.869  -3.284  -0.427
H  3.018  -1.322  -2.661  0.509
H  3.759  -1.855  -4.773  0.438
H  3.052  -0.315  -4.833  0.318
H  1.024  -1.275  -5.985  0.131
H  1.463  -2.890  -5.791  0.551
H  0.955  -3.132  -7.986  0.320
H  2.135  -2.549  -9.325  0.502
H  -0.254  -1.156  -8.039  0.227
H  0.095  -1.585  -9.761  0.346
H  0.550  0.814  -9.469  0.462
H  1.952  -0.259  -10.077  0.285
H  1.719  0.685  -7.256  -0.144
H  2.703  1.442  -8.318  0.469
H  3.947  -0.493  -6.881  0.622
H  3.928  -0.935  -8.472  0.528
H  4.459  -2.789  -6.462  0.395
H  4.094  -3.097  -8.193  0.462
H  3.350  -4.077  -6.895  0.342
C  0.430  2.783  2.220  -0.986
C  0.250  3.637  0.960  -0.506
C  -0.541  2.825  -0.102  0.330
N  -0.595  3.605  -1.402  0.755
C  -1.668  2.993  -2.270  -1.660
C  -1.271  1.630  -2.831  0.997
C  0.036  1.722  -3.633  -0.403
C  1.182  2.327  -2.708  0.402
C  0.781  3.665  -2.123  -1.351
C  -1.021  5.026  -1.154  -1.046
H  0.780  3.412  3.039  0.675
H  1.236  2.068  2.053  -0.271
H  -0.492  2.331  2.587  0.093
H  1.193  3.999  0.549  0.080
H  -0.317  4.505  1.297  0.486
H  -1.562  2.530  0.141  0.345
H  -0.023  1.888  -0.311  -0.770
H  -2.623  2.902  -1.753  0.521
H  -1.861  3.646  -3.121  0.423
H  -1.172  0.833  -2.094  -0.642
H  -2.120  1.304  -3.432  0.901
H  0.388  0.773  -4.038  -0.740
H  -0.165  2.239  -4.571  0.397
H  1.272  1.499  -2.006  -0.691
H  2.117  2.434  -3.258  1.036
H  1.535  4.172  -1.520  0.539
H  0.705  4.287  -3.015  0.471
H  -1.358  5.639  -1.990  0.346
H  -0.177  5.527  -0.681  0.406
H  -1.911  5.080  -0.527  0.385
O  -0.782  -1.220  -4.498  0.387
C  -1.897  -1.059  -5.157  0.504
O  -1.895  -0.399  -6.219  -0.784
O  -2.823  -1.389  -4.447  -0.692
H  -1.492  -1.540  -3.936  -0.216
O  2.790  1.187  5.086  -0.361
C  2.167  1.740  6.097  0.632
O  1.126  2.280  5.712  -0.634
O  2.679  1.840  7.262  -0.795
H  2.016  1.435  4.576  0.249

Calculated relative energy (zero: lowest compared OMol25 entry of this formula, charge and spin) (kcal/mol), listed in the same order as above: 42.7; 33.0